[1]
# C5H20BrN10O5

6 unconnected molecules or ions with the total composition C5H20BrN10O5 in a non-equilibrium geometry (ωB97M-V/def2-TZVPD, OMol25).

## Properties
Total charge = -1
HOMO level = -0.1670 Ha
Energy = -3700.4672 a.u.
LUMO energy = 2.19 eV
2S+1 = 1

Geometry as XYZ:
```
41
Properties=species:S:1:pos:R:3:forces:R:3
Br 0.7458 0.3837 -2.0848 -0.03 0.12 0.14
C 3.1545 -6.7249 -0.1342 1.97 2.85 -0.69
O 2.1438 -6.9987 0.3653 -5.02 -2.44 1.98
N 3.4071 -5.4919 -0.5709 0.88 2.94 -1.28
N 4.2243 -7.4736 -0.2585 2.90 -3.39 -0.06
H 4.3707 -5.2227 -0.7093 -0.51 0.27 -0.26
H 2.6904 -4.7917 -0.6977 0.14 -0.31 0.31
H 5.1342 -7.1011 -0.4895 -0.43 -0.20 -0.04
H 4.1862 -8.4257 0.0763 0.05 0.32 0.04
C -4.9168 3.0109 -4.7841 -0.12 2.27 -1.14
O -5.7794 3.1045 -5.5755 -4.78 -0.70 -2.86
N -3.7527 3.4654 -5.1258 5.95 0.99 -1.97
N -5.0087 2.9176 -3.5068 -0.65 -1.83 5.18
H -3.6531 3.9094 -6.0275 -0.01 -0.63 0.12
H -2.9054 3.2491 -4.6204 -0.08 0.26 -0.13
H -5.8972 2.9331 -3.0269 0.41 -0.60 -0.14
H -4.1357 2.6283 -3.0893 -0.65 0.19 0.96
C -4.0415 -4.1681 2.4324 -1.39 -0.28 2.50
O -4.1972 -5.2163 3.0114 0.15 -1.40 -0.22
N -3.0025 -3.6610 1.8673 4.74 0.00 -2.49
N -4.9291 -3.1719 2.4837 -3.75 2.33 0.83
H -3.1143 -2.7534 1.4385 0.76 -0.58 -0.25
H -2.2039 -4.2494 1.6774 -0.05 0.35 -0.20
H -5.5718 -3.2022 3.2623 -0.10 -0.28 -0.23
H -4.5519 -2.2412 2.3764 -0.33 -0.14 0.04
C 3.1256 0.2811 4.3914 2.60 -0.15 4.45
O 3.5094 0.1134 5.5562 -0.47 -0.25 -0.22
N 1.9868 0.6878 4.0023 -6.03 1.18 -1.71
N 3.9523 0.2638 3.3921 4.22 -0.89 -2.60
H 1.1442 0.6912 4.5592 0.43 -0.19 0.02
H 1.8879 0.6021 3.0008 -0.91 0.40 0.23
H 4.9082 0.1249 3.6871 -0.11 -0.14 -0.58
H 3.7048 0.2865 2.4132 0.22 0.03 0.32
C 1.7789 7.0611 -1.0813 3.13 0.13 -0.15
O 2.0289 8.2222 -0.8959 0.88 1.84 0.16
N 2.7113 6.0816 -1.3188 0.43 0.19 0.02
N 0.5849 6.5941 -1.0663 -4.85 -2.18 0.11
H 2.3788 5.1352 -1.4366 0.72 0.14 -0.19
H 3.6547 6.3821 -1.5183 -0.31 -0.42 0.06
H -0.2025 7.1649 -0.7940 0.39 -0.12 -0.09
H 0.4501 5.5997 -1.1805 -0.41 0.31 0.06
```
Positions in Å, forces in eV/Å.

natural (NBO) population analysis, charges in e, atoms 1 to 8:
1 Br -1.00
2 C 0.75
3 O -0.63
4 N -0.85
5 N -0.84
6 H 0.37
7 H 0.42
8 H 0.38


[2]
# C5H20BrN10O5

6 unconnected molecules or ions with the total composition C5H20BrN10O5 in a non-equilibrium geometry (ωB97M-V/def2-TZVPD, OMol25).

## Properties
Total charge = -1
HOMO level = -0.1979 Ha
Energy = -3700.5520 a.u.
LUMO energy = 2.57 eV
2S+1 = 1

Geometry as XYZ:
```
41
Properties=species:S:1:pos:R:3:forces:R:3
Br 1.1983 0.3723 -0.4851 0.14 -0.27 -0.24
C 1.1005 -1.2260 -4.3339 -0.40 -0.70 -1.63
O 1.1659 -1.8196 -5.4171 0.07 0.46 0.33
N 0.8875 -1.8130 -3.1616 -0.11 -0.70 1.65
N 1.1685 0.1150 -4.1771 0.14 1.34 -0.10
H 0.8188 -1.2010 -2.3588 -0.03 -0.35 0.43
H 0.6591 -2.7815 -3.0332 0.14 0.08 -0.43
H 1.2108 0.7558 -4.9483 0.13 -0.36 -0.08
H 1.1076 0.4943 -3.2422 0.17 0.17 -0.05
C -2.1359 2.5488 0.8045 -1.57 -1.49 0.70
O -2.5644 1.4564 1.1148 -0.13 0.11 -0.01
N -0.8501 2.7534 0.5041 1.08 0.46 -0.17
N -2.9602 3.6415 0.7802 0.53 1.47 -0.20
H -0.3500 1.9000 0.2625 0.32 0.24 0.12
H -0.5368 3.6299 0.1241 0.03 -0.21 -0.18
H -3.9588 3.5680 0.7570 0.17 -0.18 0.25
H -2.4912 4.5317 0.7986 -0.60 0.17 -0.16
C -0.6577 -1.1819 3.4168 -1.45 1.05 -2.86
O -1.6351 -1.0422 2.6988 0.31 -0.27 0.81
N -0.7001 -1.7397 4.6421 0.32 -1.29 2.35
N 0.5742 -0.7182 3.0817 1.21 -0.22 0.57
H 0.1464 -2.1702 4.9806 0.00 0.17 0.08
H -1.5129 -2.2530 4.9391 -0.21 0.21 -0.52
H 1.3180 -1.1532 3.6019 0.32 0.44 -0.23
H 0.8125 -0.3179 2.1829 -0.51 -0.18 -0.20
C 4.1564 -0.2802 1.8608 2.26 2.63 -1.69
O 4.4437 0.8364 1.4245 -0.97 -0.53 1.22
N 3.9839 -1.3277 1.0355 -0.79 -1.64 -0.94
N 4.3003 -0.6641 3.1375 0.07 0.09 1.76
H 4.2008 -2.1888 1.5098 -0.59 -0.40 -0.46
H 3.1538 -1.2795 0.4511 0.20 -0.03 -0.33
H 4.6239 0.0053 3.8162 -0.19 -0.16 0.00
H 3.9330 -1.5597 3.4007 0.05 0.21 0.41
C -3.0806 -0.1069 -1.9229 1.95 0.34 0.76
O -3.0779 -0.3804 -0.7308 -0.19 0.02 -1.90
N -4.1589 -0.0005 -2.7230 -2.39 -0.60 0.26
N -1.9923 0.2223 -2.7346 0.10 0.06 1.27
H -4.0623 0.3119 -3.6684 -0.34 -0.06 0.04
H -5.0025 -0.4235 -2.3688 -0.05 0.21 -0.39
H -2.1319 0.0270 -3.7062 0.80 0.12 -0.06
H -1.1042 0.4586 -2.3140 0.01 -0.40 -0.17
```
Positions in Å, forces in eV/Å.

natural (NBO) population analysis, charges in e, atoms 1 to 8:
1 Br -0.89
2 C 0.76
3 O -0.71
4 N -0.85
5 N -0.86
6 H 0.42
7 H 0.40
8 H 0.39


[3]
# C5H20FeN4O6

A molecular structure, C5H20FeN4O6 in a non-equilibrium geometry (ωB97M-V/def2-TZVPD, OMol25).

## Properties
Total charge = -1
HOMO level (spin up / spin down) = -0.0025 / -0.1297 Ha
Energy = -2136.6473 a.u.
LUMO energy (spin up / spin down) = 2.66 / 2.61 eV
2S+1 = 6

Geometry as XYZ:
```
36
Properties=species:S:1:pos:R:3:forces:R:3
Fe 0.1757 0.3289 0.5392 -1.81 -2.01 0.69
C -3.9785 -0.6669 -1.1345 0.54 -1.04 0.88
C -2.5167 -0.9041 -0.6880 0.98 0.53 0.68
O -1.9752 0.0803 0.1232 0.62 0.71 -0.59
H -4.3931 -1.6043 -1.5054 0.04 -0.20 -0.47
H -4.0652 0.0960 -1.9081 -0.06 0.20 0.29
H -4.5745 -0.4939 -0.2384 -0.08 0.69 -0.07
H -1.9235 -1.1023 -1.5806 0.33 0.32 -0.97
H -2.3101 -1.8366 -0.1627 -1.07 -0.86 0.26
C 0.5965 -2.6342 1.2824 -1.55 1.86 -0.95
O 0.6252 -1.3291 1.7264 1.09 1.48 0.16
H 0.0177 -3.1981 2.0139 0.32 -0.95 -0.09
H 0.0356 -2.5492 0.3517 -0.76 -0.97 -0.48
H 1.5126 -3.0828 0.8983 0.91 -0.38 0.75
C 0.9327 -1.4364 -2.4351 1.51 1.08 3.77
O 0.7823 -0.6501 -1.5158 -0.31 0.19 0.52
N 1.7740 -2.4171 -2.4890 3.73 -3.92 1.72
N 0.3988 -1.3633 -3.5717 -4.61 2.59 -5.57
H 2.2559 -2.7136 -1.6523 -0.04 -0.08 -0.29
H 1.8600 -2.9166 -3.3627 0.42 -0.14 0.76
H 0.4152 -2.1180 -4.2427 -0.43 0.65 0.17
H -0.2267 -0.5709 -3.6005 -0.40 -0.35 -0.91
C 0.4492 2.5819 2.7483 0.58 -1.27 0.32
O -0.2513 1.8142 2.1162 -0.68 -0.55 0.01
N 1.1123 2.2487 3.8596 0.67 -1.54 2.13
N 0.7106 3.8116 2.3956 -0.36 3.05 -1.44
H 1.1093 1.2798 4.1447 -0.09 0.17 -0.11
H 1.6518 2.9010 4.4105 -0.19 -0.21 -0.35
H 0.3363 4.0823 1.4974 0.21 0.32 0.00
H 1.4541 4.3527 2.8134 -0.16 -0.16 -0.34
O 0.1380 2.0877 -0.6036 -0.20 -0.03 -0.56
H -0.5468 2.1960 -1.2636 -0.55 -0.22 -0.19
H 0.6009 2.9255 -0.5983 0.76 0.68 0.19
O 2.2300 0.8321 0.5771 0.57 0.09 0.25
H 2.6010 1.5426 0.0539 0.05 0.71 -0.52
H 2.9860 0.4260 1.0010 0.03 -0.45 0.37
```
Positions in Å, forces in eV/Å.

natural (NBO) population analysis, charges in e, atoms 1 to 8:
1 Fe 1.50
2 C -0.63
3 C -0.04
4 O -1.00
5 H 0.18
6 H 0.19
7 H 0.20
8 H 0.09


[4]
# C5H20N10O5

5 unconnected molecules or ions with the total composition C5H20N10O5 in a non-equilibrium geometry (ωB97M-V/def2-TZVPD, OMol25).

## Properties
HOMO level = -0.3241 Ha
Energy = -1126.3635 a.u.
LUMO energy = 0.20 eV
2S+1 = 1
SMILES = NC(N)=O.NC(N)=O.NC(N)=O.NC(N)=O.NC(N)=O

Geometry as XYZ:
```
40
Properties=species:S:1:pos:R:3:forces:R:3
N 12.0256 -18.7685 11.2800 4.44 3.25 -2.00
C 11.1527 -19.1027 12.1500 -0.76 1.39 3.44
N 10.4301 -20.0177 11.6070 -4.00 -4.62 0.43
O 10.9821 -18.6217 13.3004 0.42 -0.48 -1.00
H 12.4927 -17.8826 11.4108 0.54 -0.06 -0.55
H 12.1279 -19.3245 10.4430 0.21 0.60 0.11
H 10.1019 -20.6815 12.2939 -0.62 -0.15 -0.36
H 10.6766 -20.4191 10.7135 -0.18 -0.18 0.08
N 9.6120 -19.2092 8.6295 -4.06 0.28 1.46
C 10.7608 -19.6996 8.2838 -0.24 -1.35 0.35
N 11.4434 -18.8641 7.6221 3.89 4.95 -3.66
O 11.1858 -20.7930 8.5074 0.73 -3.37 1.65
H 9.3951 -18.2291 8.5180 -0.20 -0.53 0.20
H 8.9544 -19.8911 8.9798 -0.29 0.29 0.22
H 12.4396 -18.9682 7.4921 -0.39 -0.10 -0.07
H 10.9995 -18.0004 7.3444 0.65 -0.06 -0.07
N 15.2178 -18.2812 9.5776 1.81 -5.63 -0.75
C 14.9739 -17.0463 9.6986 -5.72 2.63 2.70
N 15.6590 -16.3209 8.9071 3.88 4.37 -3.96
O 14.0196 -16.5803 10.3340 0.27 0.06 1.04
H 14.8307 -19.0201 10.1471 0.13 0.30 -0.25
H 15.9419 -18.4035 8.8842 -0.06 -1.49 0.62
H 16.1861 -16.6961 8.1315 0.04 0.05 0.36
H 15.6102 -15.3121 8.8989 -0.44 -0.36 0.28
N 12.8353 -20.0191 15.2523 4.08 -1.60 -1.27
C 12.3828 -20.3233 16.4544 1.86 -3.22 1.27
N 11.2594 -19.7164 16.4670 -5.91 2.23 3.33
O 12.8348 -21.1371 17.3141 -0.46 2.04 -1.79
H 12.3671 -19.2976 14.7230 0.80 -0.33 -0.74
H 13.6205 -20.6235 15.0567 0.14 0.77 -1.21
H 10.8600 -19.3538 15.6132 -0.28 0.06 0.50
H 10.7435 -19.7236 17.3353 -0.29 0.11 -0.38
N 6.3654 -20.5242 9.9532 -0.68 2.40 -0.02
C 6.9941 -21.6977 10.0121 -2.03 -0.62 -0.35
N 6.1580 -22.7470 9.9614 -0.91 -1.89 -0.01
O 8.1699 -21.8320 10.0471 3.35 0.06 0.41
H 6.8822 -19.7207 10.2809 -0.29 -0.07 -0.20
H 5.3754 -20.4474 9.7684 0.36 0.08 0.27
H 6.5865 -23.6464 10.1272 -0.22 0.16 -0.19
H 5.1515 -22.6812 10.0136 0.39 0.04 0.13
```
Positions in Å, forces in eV/Å.

natural (NBO) population analysis, charges in e, atoms 1 to 8:
1 N -0.82
2 C 0.76
3 N -0.81
4 O -0.75
5 H 0.43
6 H 0.39
7 H 0.39
8 H 0.40


The evaluated relative energy (zero: lowest compared OMol25 entry of this formula, charge and spin) for the records listed, in turn: 552.05 329.40 18.27 361.54 kJ/mol.